1.
# C40H61BrF9N4O11

4 unconnected molecules or ions with the total composition C40H61BrF9N4O11 at a distorted geometry (the ωB97M-V functional and the def2-TZVPD basis, OMol25).

Geometry (Å):
1 C 3.190 3.278 4.209
2 C 3.075 3.924 2.872
3 O 4.004 4.210 2.200
4 O 1.791 4.209 2.479
5 C 1.423 3.625 1.229
6 C 0.876 2.210 1.497
7 N 1.198 1.235 0.438
8 C 1.169 1.718 -0.942
9 C -0.150 2.345 -1.338
10 C -0.023 2.859 -2.792
11 Br -1.545 0.993 -1.252
12 C 1.503 -0.011 0.735
13 N 1.916 -0.921 -0.207
14 C 3.100 -0.528 -1.043
15 C 2.864 -0.698 -2.562
16 C 3.937 -1.550 -3.212
17 N 3.545 -2.771 -3.786
18 O 5.072 -1.190 -3.209
19 C 2.250 -2.157 0.556
20 C 2.313 -3.428 -0.252
21 C 3.342 -4.461 0.245
22 C 4.746 -4.168 -0.233
23 C 5.531 -3.125 0.275
24 C 6.833 -2.911 -0.203
25 C 7.374 -3.730 -1.202
26 C 6.606 -4.775 -1.710
27 C 5.304 -4.987 -1.229
28 C 1.221 -2.038 1.721
29 C -0.179 -2.370 1.140
30 C -1.347 -1.463 1.558
31 C -2.591 -1.849 0.779
32 O -3.095 -3.057 1.330
33 C 1.574 -3.029 2.823
34 C 0.642 -3.059 4.048
35 C 1.255 -2.307 5.234
36 C 0.459 -4.522 4.456
37 N 1.504 -0.611 1.960
38 O 0.770 -0.119 3.050
39 H 2.387 2.575 4.411
40 H 4.137 2.761 4.277
41 H 3.159 4.034 4.989
42 H 2.314 3.602 0.608
43 H 0.657 4.273 0.826
44 H 1.316 1.916 2.434
45 H -0.204 2.274 1.623
46 H 1.989 2.405 -1.133
47 H 1.303 0.885 -1.614
48 H -0.418 3.193 -0.723
49 H 1.016 2.844 -3.109
50 H -0.412 3.863 -2.873
51 H -0.611 2.237 -3.454
52 H 3.343 0.506 -0.832
53 H 3.979 -1.106 -0.776
54 H 2.968 0.286 -3.014
55 H 1.853 -1.028 -2.780
56 H 3.575 -2.738 -4.799
57 H 2.601 -3.011 -3.517
58 H 3.193 -2.054 1.090
59 H 1.347 -3.910 -0.374
60 H 2.651 -3.174 -1.256
61 H 3.353 -4.552 1.328
62 H 3.039 -5.422 -0.157
63 H 5.156 -2.487 1.061
64 H 7.427 -2.114 0.216
65 H 8.370 -3.571 -1.583
66 H 6.998 -5.424 -2.475
67 H 4.749 -5.818 -1.638
68 H -0.430 -3.370 1.482
69 H -0.184 -2.426 0.057
70 H -1.113 -0.425 1.316
71 H -1.602 -1.598 2.605
72 H -3.334 -1.052 0.776
73 H -2.324 -2.039 -0.264
74 H -4.053 -3.038 1.348
75 H 1.511 -3.998 2.339
76 H 2.605 -2.890 3.144
77 H -0.311 -2.590 3.828
78 H 1.109 -1.234 5.162
79 H 0.813 -2.638 6.164
80 H 2.328 -2.479 5.301
81 H 1.446 -4.970 4.565
82 H -0.081 -4.625 5.390
83 H -0.038 -5.060 3.651
84 H -0.053 0.286 2.742
85 C 0.029 9.323 -5.868
86 C -1.205 8.740 -6.521
87 O -1.401 7.358 -6.140
88 C -1.959 7.153 -4.962
89 O -2.321 7.970 -4.170
90 C -2.133 5.641 -4.739
91 F -1.022 4.954 -5.045
92 F -3.130 5.160 -5.489
93 F -2.419 5.381 -3.459
94 H 0.904 8.715 -6.097
95 H 0.199 10.335 -6.230
96 H -0.080 9.358 -4.785
97 H -1.095 8.722 -7.603
98 H -2.099 9.314 -6.285
99 C -4.588 2.911 -4.229
100 C -5.664 2.463 -3.264
101 O -6.917 2.243 -3.934
102 C -7.036 1.082 -4.562
103 O -6.218 0.212 -4.620
104 C -8.436 0.977 -5.197
105 F -8.757 2.103 -5.840
106 F -9.348 0.763 -4.240
107 F -8.480 -0.031 -6.057
108 H -4.919 3.790 -4.773
109 H -3.669 3.144 -3.697
110 H -4.373 2.132 -4.961
111 H -5.857 3.242 -2.529
112 H -5.372 1.563 -2.723
113 C -4.440 -4.526 4.332
114 C -5.002 -3.594 5.384
115 O -4.071 -3.408 6.472
116 C -3.095 -2.547 6.267
117 O -2.891 -1.903 5.277
118 C -2.216 -2.447 7.530
119 F -1.919 -3.656 8.012
120 F -2.845 -1.758 8.485
121 F -1.080 -1.822 7.230
122 H -4.150 -5.476 4.781
123 H -5.189 -4.714 3.564
124 H -3.556 -4.098 3.857
125 H -5.891 -4.021 5.841
126 H -5.273 -2.626 4.966

Properties
- E_tot: -165446.255 eV
- Charge: +1

2.
# C40H61CsN6O2P

A molecular structure, C40H61CsN6O2P at a distorted geometry (the ωB97M-V functional and the def2-TZVPD basis, OMol25).

Geometry (Å):
1 Cs -0.407 0.182 -1.404
2 C -0.991 1.921 3.392
3 C -0.648 3.005 2.367
4 C 0.540 2.588 1.492
5 C -1.827 3.453 1.513
6 C -2.247 4.771 1.659
7 C -3.256 5.308 0.880
8 C -3.840 4.512 -0.090
9 C -3.466 3.185 -0.271
10 C -4.156 2.422 -1.395
11 C -5.204 1.420 -0.892
12 C -3.172 1.749 -2.361
13 C -2.463 2.628 0.557
14 N -2.077 1.302 0.380
15 C -2.713 0.367 1.054
16 C -2.553 -1.014 0.927
17 N -1.692 -1.673 0.149
18 C -1.978 -3.013 -0.038
19 C -0.937 -3.970 0.045
20 C -1.235 -5.321 -0.012
21 C -2.537 -5.768 -0.181
22 C -3.542 -4.838 -0.389
23 C -3.289 -3.473 -0.355
24 C -4.365 -2.523 -0.863
25 C -5.659 -2.571 -0.052
26 C -4.645 -2.823 -2.343
27 C 0.500 -3.503 0.136
28 C 1.337 -4.297 1.141
29 C 1.129 -3.569 -1.261
30 H -0.123 1.724 4.027
31 H -1.265 0.994 2.895
32 H -1.821 2.237 4.028
33 H -0.343 3.890 2.935
34 H 0.320 1.650 0.982
35 H 1.442 2.461 2.094
36 H 0.710 3.353 0.731
37 H -1.765 5.394 2.405
38 H -3.565 6.339 1.007
39 H -4.605 4.931 -0.735
40 H -4.699 3.174 -1.975
41 H -4.747 0.668 -0.252
42 H -5.671 0.909 -1.739
43 H -5.986 1.927 -0.324
44 H -2.713 0.880 -1.895
45 H -2.376 2.445 -2.629
46 H -3.704 1.432 -3.261
47 H -3.469 0.672 1.787
48 H -3.236 -1.604 1.549
49 H -0.436 -6.049 0.080
50 H -2.762 -6.828 -0.188
51 H -4.546 -5.186 -0.607
52 H -3.981 -1.508 -0.809
53 H -6.069 -3.584 -0.022
54 H -6.409 -1.912 -0.496
55 H -5.485 -2.246 0.975
56 H -5.144 -3.788 -2.458
57 H -3.709 -2.855 -2.904
58 H -5.283 -2.051 -2.781
59 H 0.484 -2.455 0.447
60 H 1.528 -5.313 0.788
61 H 0.830 -4.361 2.106
62 H 2.301 -3.811 1.294
63 H 1.177 -4.606 -1.601
64 H 2.140 -3.155 -1.258
65 H 0.524 -3.007 -1.975
66 N 3.084 1.977 -1.036
67 C 2.743 2.418 -2.398
68 C 2.855 3.933 -2.589
69 C 4.313 4.400 -2.712
70 C 4.731 4.632 -4.174
71 N 4.499 3.528 -5.103
72 C 5.238 2.325 -5.018
73 N 6.275 2.233 -4.057
74 N 4.596 1.099 -5.292
75 C 1.317 1.902 -2.686
76 O 0.359 2.638 -2.378
77 O 1.232 0.741 -3.153
78 H 2.423 2.400 -0.390
79 H 4.005 2.318 -0.782
80 H 3.416 1.904 -3.081
81 H 2.351 4.416 -1.750
82 H 2.293 4.226 -3.483
83 H 4.983 3.657 -2.271
84 H 4.462 5.338 -2.170
85 H 5.789 4.904 -4.217
86 H 4.162 5.480 -4.563
87 H 3.506 3.335 -5.186
88 H 6.931 2.997 -4.138
89 H 6.765 1.358 -4.172
90 H 3.728 1.245 -5.790
91 H 4.371 0.565 -4.449
92 C 1.440 -0.527 5.595
93 P 1.461 -0.800 3.757
94 C -0.127 -1.726 3.594
95 C 2.664 -2.198 3.700
96 C 2.588 -3.332 4.505
97 C 3.546 -4.329 4.414
98 C 4.598 -4.209 3.516
99 C 4.689 -3.082 2.714
100 C 3.729 -2.084 2.808
101 H 1.067 -1.398 6.135
102 H 0.799 0.328 5.819
103 H 2.450 -0.299 5.936
104 H -0.136 -2.630 4.205
105 H -0.285 -1.993 2.547
106 H -0.946 -1.074 3.898
107 H 1.773 -3.447 5.211
108 H 3.472 -5.205 5.047
109 H 5.338 -4.996 3.440
110 H 5.509 -2.980 2.013
111 H 3.796 -1.204 2.179

Properties
- Relative energy (zero: lowest compared OMol25 entry of this formula, charge and spin): 131.6 kJ/mol
- E_tot: -65343.153 eV
- Charge: -1

Which of these has the highest charge?
C40H61BrF9N4O11

What is the formula in the second record?
C40H61CsN6O2P

The highest E_tot belongs to which entry?
C40H61CsN6O2P

E_tot of number 2 (C40H61CsN6O2P)?
-65343.153 eV